# 1
DFT (wB97M-V/def2-TZVPD) results for a molecular structure, C10H9N2O5Sc at a distorted geometry.

Structure (XYZ):
```
27
Properties=species:S:1:pos:R:3
O 2.41 -2.54 1.28
C 1.67 -2.16 0.49
Sc 0.29 -1.33 -0.86
C -0.91 -1.02 -2.45
O -1.64 -0.75 -3.34
C 0.78 -3.39 -2.11
O 0.35 -3.58 -3.20
C -1.11 -2.70 -0.13
O -1.91 -3.35 0.34
C 1.93 -0.81 -2.06
O 2.81 -0.41 -2.65
H 1.47 -4.08 -1.49
C 0.65 2.20 3.25
C 0.17 1.70 1.97
C -0.74 2.27 1.09
C -0.91 1.44 -0.02
N -0.13 0.37 0.16
N 0.53 0.56 1.42
C -1.80 1.77 -1.14
H 1.11 3.16 3.07
H -0.20 2.35 3.89
H 1.35 1.52 3.68
H -1.24 3.22 1.22
H 1.18 -0.13 1.79
H -2.80 1.92 -0.73
H -1.48 2.74 -1.54
H -1.84 1.05 -1.94
```

* charge: +2
* relative energy (zero: lowest compared OMol25 entry of this formula, charge and spin): 0.0000 eV
* Kohn-Sham gap (spin up / spin down): 6.621 / 6.109 eV
* HOMO level (spin up / spin down): -16.5013 / -15.9786 eV
* energy: -1632.1741 a.u.

These are the Mulliken partial charges, in e, on atoms 1 to 8: O -0.1117; C 0.2719; Sc 0.1493; C 0.3192; O -0.1593; C 0.1405; O -0.1699; C 0.5512

***

# 2
DFT (wB97M-V/def2-TZVPD) results for 2 unconnected molecules or ions with the total composition C3H8N3 at a distorted geometry.

Structure (XYZ):
```
14
Properties=species:S:1:pos:R:3
C 2.80 1.59 -0.45
C 1.84 1.36 -1.12
C -1.62 -0.12 -0.47
N -2.67 -0.35 0.28
N -0.30 -0.12 -0.39
N 0.48 -0.40 0.77
H 3.81 1.90 -0.02
H 1.38 0.06 0.55
H 1.09 1.24 -1.75
H -1.97 -0.09 -1.56
H -3.59 -0.34 -0.27
H 0.24 0.09 1.64
H 0.44 -1.45 0.98
H -2.75 -0.09 1.25
```

* charge: +1
* relative energy (zero: lowest compared OMol25 entry of this formula, charge and spin): 5.0854 eV
* Kohn-Sham gap: 10.770 eV
* HOMO level: -14.3808 eV
* energy: -282.9769 a.u.

These are the Mulliken partial charges, in e, on atoms 1 to 8: C -0.5865; C -0.1540; C 0.1373; N -0.3626; N -0.4531; N -0.0855; H 0.3292; H 0.1107

***

# 3
DFT (wB97M-V/def2-TZVPD) results for a molecular structure, C24H25F3NO3Sr at a distorted geometry.

Structure (XYZ):
```
57
Properties=species:S:1:pos:R:3
C 2.41 0.19 2.43
C 2.32 -0.61 1.27
C 2.09 0.22 0.16
H 2.45 -1.70 1.25
C 2.05 1.57 0.61
C 2.25 1.56 2.03
H 1.94 2.45 0.00
C -1.61 -2.23 2.87
C -0.33 -2.59 2.38
C -0.36 -2.52 0.96
H 0.52 -2.91 2.97
C -1.67 -2.14 0.56
C -2.45 -1.94 1.75
H 2.05 -0.09 -0.89
H 2.32 2.42 2.67
H 2.62 -0.15 3.43
H -3.51 -1.65 1.80
H 0.44 -2.77 0.26
H -1.93 -2.23 3.91
Sr -0.65 0.54 1.67
C -2.06 -1.67 -0.84
C -3.58 -1.77 -1.00
C -1.33 -2.42 -1.94
H -3.93 -2.79 -0.76
H -3.84 -1.54 -2.04
H -4.10 -1.06 -0.35
H -1.47 -3.51 -1.84
H -0.25 -2.21 -1.94
H -1.73 -2.12 -2.93
C -1.62 -0.18 -0.82
C -2.22 0.93 -1.66
H -0.51 -0.13 -0.89
H -2.11 0.13 0.12
O -3.19 1.52 -1.17
N -1.46 1.33 -2.78
C -0.29 2.20 -2.45
H -2.00 1.76 -3.52
C 1.02 1.69 -2.98
C 2.20 2.41 -2.76
H 2.13 3.38 -2.27
C 3.43 1.90 -3.14
H 4.35 2.45 -2.93
C 3.50 0.67 -3.81
H 4.48 0.25 -4.10
C 2.32 -0.04 -4.09
H 2.36 -0.99 -4.63
C 1.08 0.48 -3.68
H 0.15 -0.05 -3.90
H -0.22 2.27 -1.35
H -0.49 3.21 -2.84
F -0.50 2.62 6.20
C -0.12 1.35 5.92
F 1.19 1.22 6.25
F -0.82 0.51 6.73
C -0.38 1.02 4.41
O -1.04 1.84 3.71
O 0.11 -0.07 3.99
```

* charge: -1
* Kohn-Sham gap: 6.381 eV
* HOMO level: -3.9240 eV
* energy: -1540.4362 a.u.

These are the Mulliken partial charges, in e, on atoms 1 to 8: C -0.0691; C -0.9871; C 0.2187; H 0.3765; C -0.2456; C -1.2224; H 0.2047; C -0.7665

***

# 4
DFT (wB97M-V/def2-TZVPD) results for 2 unconnected molecules or ions with the total composition C5H8O.

Structure (XYZ):
```
14
Properties=species:S:1:pos:R:3
C 0.72 1.84 -1.23
C 0.11 0.74 -0.89
C -0.49 -0.36 -0.49
C -0.61 -1.64 -1.28
H 0.19 2.63 -1.75
H 1.76 2.01 -0.98
H -0.96 -0.34 0.49
H -1.64 -2.01 -1.23
H -0.34 -1.49 -2.33
H 0.04 -2.42 -0.86
C 1.26 0.39 2.04
O 1.74 1.49 1.99
H 1.77 -0.50 1.62
H 0.28 0.19 2.51
```

* relative energy (zero: lowest compared OMol25 entry of this formula, charge and spin): 2.7821 eV
* Kohn-Sham gap: 10.431 eV
* HOMO level: -9.5690 eV
* energy: -270.4557 a.u.
* SMILES: C=C=CC.C=O

These are the Mulliken partial charges, in e, on atoms 1 to 8: C -0.7117; C 0.2126; C -0.2100; C -1.0073; H 0.2387; H 0.2452; H 0.3543; H 0.3130

***

# 5
DFT (wB97M-V/def2-TZVPD) results for a molecular structure, C39H50IrN6O6S at a distorted geometry.

Structure (XYZ):
```
103
Properties=species:S:1:pos:R:3
Ir 1.53 0.17 -0.76
C 2.33 1.57 3.28
C 1.02 1.37 2.49
C -0.01 2.40 2.92
C 0.58 -0.08 2.65
C -0.33 -0.42 3.64
C -0.62 -1.75 3.93
C 0.02 -2.77 3.25
C 0.93 -2.50 2.23
C 1.68 -3.65 1.58
C 0.77 -4.74 1.01
C 2.63 -4.27 2.62
C 1.16 -1.15 1.94
N 1.98 -0.81 0.81
C 3.45 -1.04 0.96
O 3.94 -1.53 1.93
C 4.23 -0.50 -0.22
C 5.59 -0.57 -0.42
C 6.11 0.07 -1.55
C 5.28 0.75 -2.43
C 3.93 0.78 -2.17
N 3.48 0.15 -1.10
C 2.85 1.47 -2.96
O 3.08 2.07 -3.97
N 1.57 1.33 -2.36
C 0.54 2.13 -2.88
C 0.56 3.52 -2.67
C -0.56 4.29 -3.08
C -1.67 3.71 -3.67
C -1.66 2.34 -3.89
C -0.56 1.52 -3.51
C -0.55 0.05 -3.86
C -1.94 -0.56 -4.02
C 0.28 -0.13 -5.15
C 1.68 4.24 -1.99
C 1.16 5.03 -0.77
C 2.38 5.17 -3.00
H 2.69 2.59 3.15
H 3.11 0.88 2.96
H 2.17 1.40 4.35
H 1.27 1.55 1.43
H -0.11 2.43 4.01
H -0.99 2.22 2.49
H 0.32 3.40 2.62
H -0.80 0.36 4.23
H -1.32 -1.98 4.72
H -0.18 -3.80 3.51
H 2.28 -3.26 0.75
H 0.00 -5.04 1.73
H 1.36 -5.62 0.77
H 0.26 -4.43 0.09
H 2.05 -4.74 3.42
H 3.29 -3.53 3.07
H 3.24 -5.04 2.15
H 6.22 -1.09 0.29
H 7.18 0.03 -1.73
H 5.67 1.26 -3.31
H -0.56 5.36 -2.92
H -2.52 4.31 -3.96
H -2.51 1.88 -4.37
H -0.03 -0.48 -3.06
H -2.47 -0.18 -4.89
H -2.56 -0.39 -3.14
H -1.84 -1.64 -4.16
H -0.19 0.39 -5.99
H 0.33 -1.19 -5.40
H 1.30 0.25 -5.05
H 2.40 3.51 -1.62
H 0.51 5.85 -1.07
H 2.01 5.45 -0.24
H 0.61 4.39 -0.08
H 1.69 5.92 -3.39
H 2.79 4.61 -3.84
H 3.19 5.69 -2.50
C -4.09 -3.97 4.04
C -5.28 -3.26 3.41
S -5.01 -2.84 1.70
O -4.13 -3.81 1.09
O -6.26 -2.51 1.09
C -4.03 -1.33 1.74
C -3.86 -0.93 0.28
N -2.65 -0.12 0.06
C -1.47 -0.64 -0.30
N -0.55 0.32 -0.41
C -1.17 1.51 -0.12
C -2.46 1.25 0.17
N -3.46 2.20 0.57
O -4.50 1.77 1.01
O -3.18 3.37 0.40
C -1.24 -2.08 -0.57
H -4.33 -4.25 5.07
H -3.21 -3.32 4.07
H -3.83 -4.87 3.49
H -5.54 -2.33 3.91
H -6.18 -3.88 3.38
H -3.07 -1.59 2.20
H -4.53 -0.55 2.32
H -4.73 -0.39 -0.08
H -3.74 -1.82 -0.33
H -0.67 2.46 -0.13
H -1.81 -2.40 -1.45
H -1.56 -2.70 0.26
H -0.18 -2.24 -0.76
```

* charge: +2
* Kohn-Sham gap (spin up / spin down): 6.085 / 4.134 eV
* HOMO level (spin up / spin down): -13.8718 / -13.8722 eV
* 2S+1: 2
* energy: -2798.0147 a.u.

These are the Mulliken partial charges, in e, on atoms 1 to 8: Ir 0.1378; C -1.4758; C 2.0578; C -2.0728; C 0.4947; C -0.4438; C -2.0381; C -0.2766

***

# 6
DFT (wB97M-V/def2-TZVPD) results for 7 unconnected molecules or ions with the total composition C5H26N2O6 at a distorted geometry.

Structure (XYZ):
```
39
Properties=species:S:1:pos:R:3
C -0.60 1.63 -2.21
C -1.64 0.52 -2.05
C -2.99 1.15 -1.62
C -1.32 -0.60 -1.04
N -0.43 -1.58 -1.56
C -0.79 0.05 0.32
N -0.37 -1.06 1.22
H -0.81 2.46 -1.57
H 0.39 1.24 -2.05
H -0.61 1.98 -3.28
H -1.86 -0.02 -2.99
H -3.80 0.48 -1.60
H -2.93 1.52 -0.58
H -3.45 2.04 -2.15
H -2.25 -1.17 -0.60
H -0.53 -2.53 -1.22
H 0.57 -1.40 -1.58
H -0.01 0.81 0.09
H -1.56 0.64 0.84
H 0.48 -1.49 0.95
H -0.20 -0.59 2.09
O 2.79 -2.29 2.12
H 2.97 -2.49 1.20
H 1.92 -2.70 2.27
O -1.05 2.64 2.80
H -1.46 3.13 2.08
H -1.19 1.72 2.65
O 3.00 1.26 -1.18
H 3.22 1.02 -2.07
H 3.84 1.52 -0.79
O -2.36 -2.99 1.63
H -1.79 -2.69 0.94
H -2.27 -2.42 2.34
O 3.20 -2.23 -0.56
H 2.87 -2.67 -1.36
H 3.23 -1.32 -0.78
O 0.97 3.46 1.01
H 0.58 3.15 1.81
H 1.60 2.82 0.69
```

* relative energy (zero: lowest compared OMol25 entry of this formula, charge and spin): 1.6846 eV
* Kohn-Sham gap: 9.115 eV
* HOMO level: -9.2810 eV
* energy: -767.0073 a.u.
* SMILES: CC(C)[C@@H](N)CN.O.O.O.O.O.O

These are the Mulliken partial charges, in e, on atoms 1 to 8: C -1.3670; C 0.7443; C -1.5325; C -0.4533; N -0.4848; C -0.5058; N -0.2624; H 0.3757

***

# 7
DFT (wB97M-V/def2-TZVPD) results for a molecular structure, C23H39NO7P2SSb2Ti.

Structure (XYZ):
```
76
Properties=species:S:1:pos:R:3
Ti 1.35 -1.84 -0.98
C 2.58 3.86 3.31
Sb 1.30 2.49 2.28
C 0.35 1.70 4.04
C -0.20 4.01 1.94
C -1.61 3.55 1.71
C -2.50 3.54 2.78
C -3.84 3.22 2.61
C -4.31 2.91 1.35
C -3.43 2.91 0.28
C -2.08 3.21 0.43
C -1.20 3.24 -0.78
Sb -0.24 1.40 -1.52
C -2.07 0.66 -2.31
C 0.42 2.46 -3.26
H 2.01 4.39 4.07
H 3.01 4.57 2.62
H 3.40 3.32 3.79
H 0.58 2.34 4.89
H 0.67 0.69 4.25
H -0.73 1.69 3.87
H 0.16 4.62 1.12
H -0.17 4.61 2.85
H -2.14 3.82 3.76
H -4.51 3.23 3.47
H -5.36 2.68 1.19
H -3.80 2.69 -0.72
H -0.41 3.98 -0.68
H -1.80 3.52 -1.65
H -2.40 1.30 -3.13
H -2.81 0.69 -1.51
H -1.95 -0.37 -2.65
H -0.31 2.34 -4.07
H 1.39 2.11 -3.59
H 0.50 3.52 -3.01
C 3.03 -2.77 -5.47
C 2.06 -2.94 -4.31
O 1.06 -3.88 -4.67
P 2.86 -3.60 -2.81
O 3.78 -4.84 -3.15
O 3.95 -2.55 -2.36
O 1.81 -3.89 -1.78
P 1.27 -1.37 -3.74
O 0.69 -0.64 -5.03
O 2.34 -0.58 -3.01
O 0.13 -1.80 -2.87
H 3.41 -3.74 -5.78
H 3.87 -2.14 -5.19
H 2.50 -2.32 -6.31
H 0.33 -3.77 -4.03
H 3.32 -5.68 -3.02
H 3.65 -1.63 -2.59
H 1.30 -0.02 -5.43
S 3.58 -1.81 3.04
C 4.22 -3.12 2.16
C 3.65 -3.19 0.93
N 2.72 -2.19 0.69
C 2.59 -1.42 1.74
H 4.97 -3.78 2.57
H 3.86 -3.92 0.17
H 1.89 -0.60 1.77
C -3.39 -2.72 1.50
C -2.40 -1.66 2.00
C -3.06 -0.28 1.93
C -2.01 -1.97 3.45
C -1.21 -1.67 1.13
C -0.26 -1.71 0.37
H -4.32 -2.67 2.07
H -2.97 -3.72 1.61
H -3.61 -2.57 0.44
H -3.89 -0.21 2.64
H -3.44 -0.08 0.93
H -2.34 0.50 2.19
H -2.91 -2.10 4.06
H -1.43 -1.16 3.87
H -1.43 -2.89 3.50
```

* relative energy (zero: lowest compared OMol25 entry of this formula, charge and spin): 0.9210 eV
* Kohn-Sham gap (spin up / spin down): 6.427 / 7.831 eV
* HOMO level (spin up / spin down): -6.1757 / -7.5917 eV
* 2S+1: 3
* energy: -3892.2596 a.u.

These are the Mulliken partial charges, in e, on atoms 1 to 8: Ti 0.6965; C -1.3762; Sb 0.7485; C -1.2969; C -2.0294; C 0.9390; C -0.4550; C -0.7748

***

# 8
DFT (wB97M-V/def2-TZVPD) results for a molecular structure, C25H20IN5O6PdS2.

Structure (XYZ):
```
60
Properties=species:S:1:pos:R:3
Pd -0.08 -0.26 1.27
N -3.76 1.03 -0.30
C -2.66 0.25 -0.18
S -2.52 -0.69 1.29
N -1.84 0.15 -1.18
N -0.71 -0.59 -0.90
C -0.09 -1.11 -1.88
C -0.44 -0.97 -3.32
C -0.73 0.28 -3.87
C -0.99 0.39 -5.22
C -0.98 -0.74 -6.03
C -0.69 -1.98 -5.48
C -0.40 -2.09 -4.13
C 1.11 -1.95 -1.58
C 2.39 -1.46 -1.78
C 3.46 -2.30 -1.56
C 3.21 -3.61 -1.16
C 1.89 -4.01 -1.00
N 0.85 -3.20 -1.20
H -4.22 1.31 0.55
H -3.72 1.72 -1.04
H -0.76 1.15 -3.23
H -1.21 1.36 -5.65
H -1.19 -0.65 -7.09
H -0.68 -2.86 -6.11
H -0.16 -3.06 -3.70
H 2.53 -0.43 -2.09
H 4.48 -1.95 -1.69
H 4.02 -4.31 -0.99
H 1.66 -5.02 -0.69
O 1.89 0.92 1.31
S 1.64 1.37 2.71
O 2.78 1.87 3.39
O 0.90 0.28 3.36
O 0.65 2.62 2.64
I -0.33 -5.47 4.24
C 0.80 -4.08 3.19
C 2.18 -4.13 3.18
C 2.88 -3.17 2.46
C 2.17 -2.20 1.78
N 0.83 -2.16 1.78
C 0.16 -3.07 2.49
H 2.71 -4.90 3.73
H 3.96 -3.16 2.44
H 2.67 -1.40 1.24
H -0.92 -3.00 2.48
O -0.63 1.88 0.81
C -0.69 2.49 2.02
O -1.45 1.56 2.64
C -1.23 3.90 2.01
C -1.12 4.68 0.87
C -1.63 5.97 0.87
C -2.24 6.48 2.00
C -2.35 5.70 3.14
C -1.84 4.41 3.15
H -0.64 4.27 -0.01
H -1.54 6.58 -0.02
H -2.64 7.49 2.00
H -2.83 6.09 4.03
H -1.92 3.79 4.03
```

* relative energy (zero: lowest compared OMol25 entry of this formula, charge and spin): 1.6915 eV
* Kohn-Sham gap (spin up / spin down): 8.646 / 5.743 eV
* HOMO level (spin up / spin down): -8.7484 / -8.9416 eV
* 2S+1: 5
* energy: -2911.7158 a.u.

These are the Mulliken partial charges, in e, on atoms 1 to 8: Pd 0.6665; N -0.4803; C 0.5719; S -0.2065; N -0.9008; N 0.9222; C -0.1669; C 0.5137